The following is a quantum chemistry calculation of a molecular structure, C43H30Br2CoN11O5 at a distorted geometry, from the Open Molecules 2025 dataset.

```
92
Properties=species:S:1:pos:R:3
Co -0.17 0.65 1.83
O -0.55 -4.65 3.11
C 0.71 -4.56 2.65
C 1.46 -5.74 2.55
C 2.76 -5.70 2.10
C 3.35 -4.50 1.73
C 2.61 -3.33 1.81
C 1.29 -3.34 2.26
C 0.55 -2.05 2.28
O 1.07 -1.04 1.73
N -0.64 -2.07 2.87
N -1.26 -0.84 2.77
C -2.41 -0.71 3.30
C -3.24 0.48 3.21
C -4.49 0.41 3.84
C -5.39 1.45 3.81
C -5.03 2.61 3.12
C -3.82 2.72 2.49
C -2.86 1.67 2.50
O -1.74 1.84 1.89
H -0.89 -3.71 3.16
H 0.99 -6.66 2.86
H 3.33 -6.63 2.04
H 4.38 -4.47 1.38
H 3.03 -2.38 1.52
H -2.83 -1.57 3.83
H -4.74 -0.51 4.36
H -6.35 1.37 4.30
H -5.73 3.45 3.08
H -3.54 3.62 1.96
C 2.25 3.73 -2.82
N 1.98 2.61 -1.93
C 2.05 1.30 -2.20
N 1.72 0.59 -1.14
C 1.46 1.55 -0.21
N 1.61 2.79 -0.64
C 1.11 4.01 -3.79
C 0.62 5.29 -3.99
C -0.40 5.52 -4.91
C -0.96 4.47 -5.62
C -0.49 3.18 -5.38
C 0.55 2.96 -4.50
C -1.12 2.01 -5.98
N -1.97 1.87 -6.94
N -2.28 0.50 -6.99
C -1.58 -0.05 -6.06
O -0.81 0.83 -5.40
C -1.51 -1.42 -5.55
C -2.14 -2.49 -6.19
C -2.07 -3.75 -5.61
C -1.39 -3.94 -4.41
C -0.76 -2.87 -3.79
C -0.03 -2.98 -2.47
N -0.60 -2.07 -1.50
C -0.05 -0.99 -0.94
N -0.93 -0.39 -0.17
C -2.03 -1.18 -0.28
N -1.89 -2.20 -1.10
C -0.83 -1.62 -4.37
H 3.17 3.51 -3.36
H 2.43 4.61 -2.20
H 2.35 0.91 -3.15
H 1.16 1.32 0.80
H 1.03 6.11 -3.42
H -0.77 6.53 -5.06
H -1.78 4.63 -6.31
H 0.89 1.95 -4.34
H -2.69 -2.32 -7.11
H -2.56 -4.59 -6.09
H -1.35 -4.92 -3.95
H 1.01 -2.67 -2.59
H -0.04 -3.99 -2.08
H 0.98 -0.69 -1.08
H -2.95 -0.98 0.24
H -0.36 -0.78 -3.88
Br 4.58 2.06 1.05
C 3.75 1.62 2.70
C 4.56 1.43 3.83
C 4.01 1.12 5.04
Br 5.15 0.87 6.54
C 2.60 0.97 5.17
C 1.92 0.66 6.37
C 0.56 0.54 6.36
C -0.14 0.69 5.15
N 0.47 0.98 4.03
C 1.81 1.15 4.02
C 2.36 1.52 2.73
O 1.58 1.73 1.75
H 5.63 1.53 3.73
H 2.49 0.52 7.28
H 0.02 0.30 7.27
H -1.21 0.57 5.11
```

The HOMO energy (spin up / spin down) is -4.763 / -4.749 eV. The total energy is -9165.9607 hartree. As for the LUMO energy (spin up / spin down): 1.79 / 1.79 eV. As for the charge: -1. As for the spin multiplicity: 4.


The following is a quantum chemistry calculation of a molecular structure, C43H30BrF9N6OPSTaTe at a distorted geometry, from the Open Molecules 2025 dataset.

```
94
Properties=species:S:1:pos:R:3
Ta 0.24 -0.09 -0.80
F 1.04 3.99 7.68
C 1.40 3.43 6.47
C 2.69 2.88 6.34
F 3.63 3.00 7.30
C 3.03 2.14 5.20
F 4.23 1.49 5.22
C 2.12 2.00 4.17
P 2.28 0.88 2.76
C 2.75 -0.61 3.58
C 4.02 -1.16 3.69
C 4.25 -2.42 4.27
C 3.16 -3.15 4.75
C 1.87 -2.62 4.64
C 1.65 -1.36 4.09
C 3.81 1.31 1.92
C 4.51 0.39 1.11
C 5.67 0.84 0.46
C 6.17 2.14 0.60
C 5.42 3.02 1.35
C 4.28 2.63 2.05
C 0.82 2.59 4.32
Br -0.47 2.40 2.96
C 0.48 3.29 5.47
F -0.73 3.91 5.46
H 4.90 -0.59 3.36
H 5.25 -2.89 4.27
H 3.26 -4.11 5.24
H 0.97 -3.13 4.99
H 0.64 -1.05 4.00
H 4.15 -0.66 0.98
H 6.16 0.14 -0.20
H 7.13 2.40 0.16
H 5.73 4.06 1.52
H 3.84 3.25 2.82
C 1.33 5.12 -1.88
C 1.48 4.44 -0.65
C 0.91 3.18 -0.49
C 0.05 2.69 -1.50
C 0.00 3.26 -2.75
C 0.73 4.43 -2.93
N -0.88 1.68 -1.12
N -2.05 1.57 -1.79
C -3.18 1.34 -1.13
C -4.37 1.90 -1.71
C -5.41 2.32 -0.87
C -5.44 1.84 0.45
C -4.42 0.97 0.93
C -3.36 0.67 0.14
H 1.69 6.14 -1.99
H 2.10 4.79 0.18
H 1.04 2.56 0.45
H -0.61 2.79 -3.54
H 0.77 4.86 -3.93
H -4.27 2.24 -2.76
H -6.23 3.01 -1.19
H -6.22 2.09 1.16
H -4.40 0.56 1.94
S -2.11 -0.29 0.88
C -2.53 -1.83 -0.04
N -3.71 -2.35 0.05
N -3.76 -3.60 -0.54
C -4.74 -3.99 -1.48
C -4.48 -5.18 -2.23
C -5.07 -5.31 -3.49
C -6.04 -4.36 -3.88
C -6.54 -3.39 -2.96
C -5.82 -3.19 -1.78
N -1.59 -2.39 -0.81
N -0.82 -1.51 -1.68
C -0.84 -1.65 -3.07
C -1.52 -2.76 -3.49
C -2.03 -2.69 -4.75
C -1.92 -1.52 -5.54
C -1.06 -0.52 -5.08
C -0.40 -0.59 -3.87
H -2.86 -4.12 -0.59
H -3.89 -6.01 -1.86
H -4.73 -6.11 -4.13
H -6.46 -4.43 -4.89
H -7.43 -2.82 -3.22
H -6.06 -2.36 -1.10
H -1.64 -3.61 -2.86
H -2.56 -3.60 -5.08
H -2.43 -1.49 -6.48
H -0.71 0.27 -5.76
H 0.47 0.02 -3.63
F 3.63 -1.10 -4.42
Te 3.67 -2.19 -2.68
F 0.85 -0.99 0.76
F 3.87 -2.95 -0.87
F 5.18 -3.22 -3.05
F 4.72 -0.93 -1.80
O 1.77 -0.02 -1.77
```

The HOMO energy (spin up / spin down) is -11.827 / -11.737 eV. The total energy is -6596.9871 hartree. As for the LUMO energy (spin up / spin down): -9.05 / -9.66 eV. As for the charge: +2.


The following is a quantum chemistry calculation of a molecular structure, C43H30Cl2NO3RuS5Sb, from the Open Molecules 2025 dataset.

```
86
Properties=species:S:1:pos:R:3
Ru -1.81 1.28 0.79
S -3.61 1.77 6.07
Sb -2.10 0.92 4.70
S -2.31 2.59 2.70
S -3.46 0.88 2.49
C -5.67 -0.07 -1.63
C -4.16 -0.12 -1.58
C -3.50 -0.71 -0.52
C -2.10 -0.78 -0.46
C -1.37 -0.23 -1.52
C -2.02 0.37 -2.60
C -3.40 0.42 -2.62
S 0.44 -0.38 -1.70
O 0.69 -0.24 -3.16
C 0.38 -2.14 -1.32
C -0.44 -2.93 -2.17
C -0.66 -4.23 -1.89
C -0.13 -4.81 -0.71
C -0.42 -6.15 -0.35
C 0.06 -6.69 0.80
C 0.86 -5.91 1.66
C 1.18 -4.62 1.33
C 0.70 -4.04 0.13
C 1.02 -2.68 -0.24
C 2.13 -2.04 0.55
C 3.42 -2.69 0.45
C 3.69 -3.65 -0.57
C 4.91 -4.26 -0.65
C 5.92 -3.96 0.29
C 5.69 -3.03 1.27
C 4.44 -2.37 1.36
C 4.21 -1.38 2.35
C 3.04 -0.69 2.36
C 2.02 -1.00 1.43
S 0.58 0.08 1.41
O -0.19 -0.06 2.69
C 1.52 1.60 1.55
C 1.34 2.37 2.68
C 2.05 3.56 2.81
C 2.94 3.97 1.83
C 3.72 5.25 1.97
C 3.10 3.17 0.70
C 2.40 1.99 0.55
H -6.10 -0.22 -0.64
H -6.06 -0.86 -2.29
H -6.02 0.88 -2.02
H -4.07 -1.17 0.27
H -1.64 -1.46 0.25
H -1.42 0.76 -3.41
H -3.89 0.88 -3.47
H -0.87 -2.46 -3.05
H -1.26 -4.85 -2.55
H -1.05 -6.73 -1.01
H -0.18 -7.71 1.07
H 1.22 -6.33 2.59
H 1.78 -4.03 2.01
H 2.93 -3.88 -1.30
H 5.10 -4.97 -1.44
H 6.87 -4.46 0.23
H 6.46 -2.78 1.98
H 4.98 -1.16 3.08
H 2.87 0.11 3.08
H 0.64 2.05 3.44
H 1.91 4.17 3.70
H 3.51 5.74 2.92
H 3.46 5.95 1.17
H 4.79 5.07 1.90
H 3.78 3.49 -0.09
H 2.52 1.40 -0.35
Cl 1.41 3.55 -2.44
C -0.30 3.76 -2.27
C -0.98 4.63 -3.14
C -2.33 4.82 -3.04
Cl -3.13 5.89 -4.15
C -3.08 4.14 -2.05
C -4.47 4.27 -1.85
C -5.07 3.55 -0.86
C -4.30 2.69 -0.05
N -3.00 2.55 -0.21
C -2.38 3.27 -1.19
C -0.97 3.06 -1.28
O -0.43 2.22 -0.46
H -0.41 5.15 -3.90
H -5.04 4.93 -2.49
H -6.13 3.63 -0.68
H -4.76 2.11 0.74
```

The HOMO energy is -7.248 eV. The total energy is -5183.5844 hartree. As for the LUMO energy: -0.42 eV.


The following is a quantum chemistry calculation of a molecular structure, C43H31AsBF15GeN5RhS2, from the Open Molecules 2025 dataset.

```
100
Properties=species:S:1:pos:R:3
Rh -1.07 1.12 0.66
S 3.18 1.79 1.61
C 2.97 0.07 1.51
C 3.93 -0.92 1.67
C 3.52 -2.24 1.61
C 2.17 -2.55 1.41
C 1.21 -1.57 1.24
C 1.63 -0.25 1.28
N 0.83 0.89 1.15
C 1.50 2.00 1.33
C 0.74 3.23 1.35
C 1.25 4.49 1.64
C 0.38 5.56 1.75
C -0.98 5.35 1.58
C -1.48 4.09 1.27
C -0.62 3.00 1.13
H 4.97 -0.67 1.84
H 4.24 -3.03 1.73
H 1.86 -3.59 1.40
H 0.17 -1.83 1.10
H 2.32 4.63 1.79
H 0.75 6.55 1.98
H -1.67 6.18 1.69
H -2.55 3.96 1.15
B -2.58 -1.67 2.21
N -2.62 -0.25 2.89
C -3.19 0.00 4.07
C -2.68 1.19 4.57
C -1.78 1.61 3.61
N -1.73 0.73 2.60
N -2.69 -1.52 0.66
C -3.48 -2.23 -0.14
C -3.09 -2.02 -1.45
C -2.01 -1.14 -1.35
N -1.77 -0.84 -0.07
H -3.54 -2.28 2.60
H -1.53 -2.20 2.49
H -3.89 -0.69 4.48
H -2.93 1.67 5.50
H -1.17 2.50 3.59
H -4.25 -2.85 0.27
H -3.52 -2.42 -2.35
H -1.42 -0.68 -2.12
C 0.48 -6.35 1.44
C 0.83 -5.83 0.05
As -0.46 -4.44 -0.50
C 0.40 -3.74 -2.15
C 1.59 -4.51 -2.70
C -1.82 -5.62 -1.32
C -1.37 -6.54 -2.46
H 1.19 -7.10 1.78
H -0.51 -6.81 1.45
H 0.46 -5.54 2.17
H 0.86 -6.64 -0.67
H 1.83 -5.38 0.04
H 0.69 -2.72 -1.92
H -0.40 -3.67 -2.90
H 2.45 -4.46 -2.03
H 1.91 -4.10 -3.66
H 1.37 -5.57 -2.86
H -2.61 -4.95 -1.66
H -2.24 -6.20 -0.50
H -0.95 -5.97 -3.29
H -2.22 -7.11 -2.85
H -0.62 -7.26 -2.13
F -2.82 0.85 -3.65
C -2.36 1.70 -4.58
C -1.73 2.87 -4.19
C -1.33 3.72 -5.20
F -0.74 4.89 -4.92
C -1.52 3.42 -6.54
F -1.11 4.26 -7.49
C -2.14 2.23 -6.89
F -2.33 1.93 -8.17
C -2.57 1.36 -5.90
F -3.18 0.23 -6.23
Ge -1.50 3.18 -2.26
S -0.24 1.61 -1.49
C -0.70 4.96 -1.98
C -1.30 6.04 -1.36
F -2.57 5.98 -0.93
C -0.63 7.23 -1.13
F -1.24 8.24 -0.50
C 0.69 7.35 -1.52
F 1.35 8.48 -1.28
C 1.33 6.29 -2.14
F 2.60 6.41 -2.52
C 0.62 5.13 -2.36
F 1.26 4.13 -2.99
C -3.37 3.21 -1.61
C -3.93 2.43 -0.63
F -3.20 1.52 0.07
C -5.27 2.47 -0.28
F -5.75 1.69 0.68
C -6.10 3.35 -0.95
F -7.39 3.42 -0.64
C -5.59 4.16 -1.95
F -6.39 5.01 -2.59
C -4.24 4.08 -2.26
F -3.78 4.88 -3.22
```

The HOMO energy is -8.216 eV. The total energy is -8673.4645 hartree. As for the LUMO energy: -0.66 eV.


The following is a quantum chemistry calculation of a molecular structure, C43H32Cl2N3O9RuS at a distorted geometry, from the Open Molecules 2025 dataset.

```
91
Properties=species:S:1:pos:R:3
Ru -1.09 -0.09 -1.43
O -1.31 -0.48 1.10
C -2.19 -1.44 1.63
C -2.83 -2.36 0.35
O -3.43 -3.35 0.69
O -2.58 -1.85 -0.73
C -1.46 -2.42 2.51
C -1.54 -2.33 3.90
C -0.84 -3.24 4.68
C -0.08 -4.23 4.09
C 0.02 -4.30 2.71
C -0.66 -3.39 1.93
C -3.44 -0.85 2.18
C -3.75 0.50 2.02
C -4.93 1.01 2.54
C -5.81 0.18 3.22
C -5.52 -1.17 3.35
C -4.35 -1.68 2.83
H -0.40 -0.84 1.11
H -2.13 -1.56 4.36
H -0.89 -3.16 5.76
H 0.44 -4.95 4.71
H 0.62 -5.07 2.25
H -0.57 -3.45 0.85
H -3.06 1.15 1.50
H -5.16 2.06 2.43
H -6.71 0.59 3.65
H -6.22 -1.82 3.85
H -4.14 -2.74 2.91
O -1.37 -1.50 -5.48
C -1.12 -1.32 -4.31
O -1.85 -0.75 -3.45
C 0.22 -1.87 -3.78
C 1.32 -1.85 -4.62
C 2.56 -2.32 -4.19
C 2.64 -2.81 -2.91
O 3.72 -3.33 -2.25
C 3.26 -3.71 -0.97
O 1.88 -3.41 -0.87
C 1.53 -2.85 -2.07
C 0.29 -2.38 -2.47
H 1.21 -1.46 -5.62
H 3.42 -2.31 -4.84
H 3.81 -3.15 -0.20
H 3.42 -4.79 -0.83
H -0.59 -2.52 -1.86
N -4.45 0.31 -1.45
C -3.84 1.49 -1.41
N -2.56 1.65 -1.25
C -2.18 2.97 -1.24
C -0.87 3.44 -1.13
C -0.66 4.80 -1.14
C -1.72 5.70 -1.24
C -3.02 5.25 -1.35
C -3.24 3.88 -1.35
S -4.75 3.00 -1.48
H -3.87 -0.52 -1.53
H -5.44 0.24 -1.66
H -0.06 2.73 -1.06
H 0.35 5.18 -1.06
H -1.53 6.76 -1.24
H -3.85 5.93 -1.44
Cl 1.78 2.70 1.19
C 2.34 1.14 1.68
C 1.51 0.39 2.49
C 1.91 -0.86 2.94
C 3.15 -1.35 2.57
C 3.97 -0.59 1.77
Cl 5.52 -1.24 1.30
C 3.61 0.68 1.29
N 4.51 1.43 0.59
C 4.18 2.41 -0.39
C 4.66 3.70 -0.21
C 4.33 4.70 -1.11
C 3.50 4.40 -2.18
C 3.08 3.10 -2.40
C 3.44 2.08 -1.53
C 3.07 0.66 -1.84
C 1.57 0.47 -1.62
O 0.79 0.92 -2.47
O 1.18 -0.11 -0.57
H 0.55 0.79 2.78
H 1.27 -1.45 3.58
H 3.47 -2.32 2.91
H 5.45 1.07 0.57
H 5.27 3.91 0.65
H 4.71 5.70 -0.97
H 3.20 5.19 -2.86
H 2.46 2.87 -3.25
H 3.62 -0.05 -1.23
H 3.27 0.47 -2.90
```

The HOMO energy (spin up / spin down) is -8.235 / -8.257 eV. The total energy is -3912.7005 hartree. As for the LUMO energy (spin up / spin down): -2.76 / -2.34 eV. As for the spin multiplicity: 2.